(1)
{"formula": "C51H43AlN6P2", "method": "the ωB97M-V functional and the def2-TZVPD basis", "species": ["Al", "C", "N", "C", "P", "C", "C", "C", "C", "C", "C", "C", "C", "C", "C", "C", "C", "C", "C", "C", "C", "C", "C", "P", "C", "C", "C", "C", "C", "C", "C", "C", "C", "C", "C", "C", "H", "H", "H", "H", "H", "H", "H", "H", "H", "H", "H", "H", "H", "H", "H", "H", "H", "H", "H", "H", "H", "H", "H", "H", "H", "H", "H", "H", "H", "N", "C", "C", "C", "C", "C", "C", "C", "C", "C", "C", "C", "C", "N", "C", "C", "C", "C", "N", "H", "H", "H", "H", "H", "H", "H", "H", "H", "H", "N", "C", "C", "N", "C", "H", "H", "H", "H"], "positions_angstrom": [[0.172, 0.035, 0.829], [-0.298, 3.157, 2.512], [-0.945, 3.829, 1.409], [-0.578, 3.572, 0.040], [-1.217, 1.951, -0.599], [-2.999, 1.779, -0.347], [-3.207, 0.397, 0.182], [-4.558, -0.042, 0.786], [-5.490, 1.120, 0.953], [-5.224, 2.338, 0.475], [-3.948, 2.699, -0.164], [-0.909, 1.986, -2.385], [0.073, 2.803, -2.945], [0.319, 2.766, -4.311], [-0.406, 1.910, -5.127], [-1.393, 1.101, -4.577], [-1.645, 1.140, -3.216], [-1.890, 4.829, 1.742], [-2.448, 5.676, 0.777], [-3.368, 6.648, 1.135], [-3.764, 6.810, 2.453], [-3.215, 5.980, 3.413], [-2.290, 5.003, 3.071], [0.978, 1.869, 2.224], [2.494, 2.698, 1.694], [2.508, 4.026, 1.273], [3.698, 4.606, 0.850], [4.873, 3.868, 0.855], [4.867, 2.549, 1.296], [3.683, 1.965, 1.713], [1.302, 1.316, 3.912], [2.200, 2.022, 4.714], [2.408, 1.629, 6.026], [1.723, 0.535, 6.539], [0.827, -0.166, 5.746], [0.613, 0.220, 4.431], [-1.026, 2.619, 3.134], [0.191, 3.872, 3.191], [0.512, 3.522, -0.073], [-0.889, 4.393, -0.599], [-2.781, -0.373, -0.470], [-5.066, -0.854, 0.263], [-6.440, 0.936, 1.442], [-5.956, 3.127, 0.590], [-3.786, 3.741, -0.404], [0.635, 3.499, -2.332], [1.060, 3.427, -4.743], [-0.222, 1.891, -6.193], [-1.980, 0.453, -5.214], [-2.440, 0.531, -2.803], [-2.183, 5.607, -0.268], [-3.776, 7.288, 0.363], [-4.480, 7.572, 2.724], [-3.502, 6.085, 4.451], [-1.898, 4.385, 3.864], [1.604, 4.623, 1.289], [3.707, 5.640, 0.532], [5.799, 4.326, 0.533], [5.789, 1.984, 1.329], [3.689, 0.946, 2.087], [2.742, 2.871, 4.315], [3.103, 2.176, 6.648], [1.889, 0.230, 7.564], [0.292, -1.014, 6.151], [-0.097, -0.320, 3.815], [-3.463, -9.059, 3.705], [-3.045, -8.028, 3.422], [-2.519, -6.739, 3.066], [-1.650, -6.081, 3.934], [-1.135, -4.846, 3.581], [-1.493, -4.255, 2.372], [-2.374, -4.913, 1.514], [-2.879, -6.155, 1.854], [-0.942, -2.933, 1.991], [0.405, -2.801, 1.784], [1.402, -3.827, 1.900], [2.607, -3.273, 1.587], [2.340, -1.924, 1.244], [1.059, -1.617, 1.355], [-1.848, -1.810, 1.887], [-3.183, -1.865, 2.131], [-3.780, -0.489, 2.077], [-2.554, 0.308, 1.568], [-1.369, -0.526, 1.609], [-1.386, -6.539, 4.877], [-0.465, -4.330, 4.258], [-2.652, -4.457, 0.572], [-3.551, -6.676, 1.186], [1.205, -4.848, 2.181], [3.573, -3.749, 1.572], [3.055, -1.192, 0.896], [-3.714, -2.759, 2.418], [-4.241, -0.203, 3.025], [-2.410, 1.290, 2.024], [2.605, 0.558, -2.469], [1.838, -0.495, -2.897], [1.018, -0.797, -1.861], [1.273, 0.075, -0.817], [2.232, 0.890, -1.228], [3.315, 1.032, -3.006], [1.945, -0.929, -3.874], [0.274, -1.573, -1.788], [2.677, 1.689, -0.658]], "gap_ha": 0.21903, "total_charge": 2, "e_homo_ev": -12.38, "lumo_energy_ev": -6.42, "de_lowest_ev": 0.1574}



(2)
{"formula": "C51H45AsOP2PtS", "method": "the ωB97M-V functional and the def2-TZVPD basis", "species": ["Pt", "O", "S", "C", "C", "C", "C", "C", "C", "C", "C", "C", "C", "P", "C", "C", "C", "C", "C", "C", "C", "C", "C", "C", "C", "C", "C", "C", "C", "C", "C", "C", "C", "C", "C", "C", "C", "C", "P", "C", "C", "C", "C", "C", "C", "C", "C", "C", "C", "C", "C", "C", "C", "H", "H", "H", "H", "H", "H", "H", "H", "H", "H", "H", "H", "H", "H", "H", "H", "H", "H", "H", "H", "H", "H", "H", "H", "H", "H", "H", "H", "H", "H", "H", "H", "H", "H", "H", "H", "C", "As", "C", "C", "H", "H", "H", "H", "H", "H", "H", "H", "H"], "positions_angstrom": [[0.072, -1.392, 0.208], [0.511, 1.409, 0.773], [-0.170, 1.635, -0.550], [-1.464, 2.793, -0.160], [-1.200, 4.152, 0.096], [-2.213, 5.073, 0.279], [-3.542, 4.621, 0.166], [-4.837, 5.357, 0.209], [-5.912, 4.270, 0.019], [-5.151, 3.000, -0.096], [-5.573, 1.667, -0.265], [-4.618, 0.667, -0.257], [-3.229, 0.899, -0.141], [-2.243, -0.637, 0.278], [-2.489, -0.801, 2.056], [-2.913, 0.258, 2.860], [-3.037, 0.080, 4.230], [-2.732, -1.146, 4.804], [-2.294, -2.201, 4.010], [-2.169, -2.033, 2.642], [-3.120, -1.949, -0.583], [-2.846, -2.111, -1.946], [-3.583, -3.014, -2.695], [-4.578, -3.771, -2.083], [-4.835, -3.629, -0.723], [-4.115, -2.713, 0.033], [-2.774, 2.266, -0.122], [-3.777, 3.254, -0.018], [0.996, 2.521, -1.549], [0.557, 3.481, -2.476], [1.431, 4.201, -3.264], [2.804, 3.937, -3.131], [3.977, 4.550, -3.816], [5.193, 3.796, -3.250], [4.616, 2.807, -2.303], [5.229, 1.825, -1.514], [4.417, 0.989, -0.778], [2.998, 1.075, -0.717], [2.269, -0.350, 0.253], [3.375, -1.683, -0.265], [4.178, -2.366, 0.653], [5.049, -3.350, 0.203], [5.124, -3.654, -1.151], [4.322, -2.979, -2.069], [3.444, -2.003, -1.628], [2.611, -0.025, 1.999], [3.614, 0.846, 2.423], [3.871, 1.000, 3.779], [3.128, 0.297, 4.717], [2.113, -0.554, 4.301], [1.851, -0.712, 2.950], [2.362, 2.135, -1.452], [3.219, 2.931, -2.254], [-0.169, 4.488, 0.135], [-1.978, 6.110, 0.484], [-4.870, 6.120, -0.576], [-4.955, 5.912, 1.144], [-6.530, 4.437, -0.869], [-6.627, 4.228, 0.848], [-6.622, 1.411, -0.359], [-4.968, -0.356, -0.309], [-3.149, 1.223, 2.427], [-3.379, 0.898, 4.852], [-2.844, -1.284, 5.872], [-2.065, -3.158, 4.462], [-1.861, -2.868, 2.025], [-2.070, -1.517, -2.420], [-3.388, -3.131, -3.754], [-5.157, -4.476, -2.668], [-5.609, -4.223, -0.252], [-4.334, -2.590, 1.087], [-0.504, 3.686, -2.564], [1.060, 4.955, -3.949], [4.024, 5.628, -3.631], [3.891, 4.453, -4.902], [5.908, 4.454, -2.746], [5.778, 3.292, -4.026], [6.304, 1.697, -1.494], [4.903, 0.194, -0.227], [4.141, -2.118, 1.707], [5.682, -3.870, 0.912], [5.812, -4.416, -1.493], [4.390, -3.212, -3.124], [2.820, -1.474, -2.345], [4.203, 1.419, 1.721], [4.654, 1.673, 4.100], [3.341, 0.418, 5.771], [1.523, -1.091, 5.032], [1.056, -1.378, 2.640], [-1.345, -4.945, -0.051], [0.183, -3.799, -0.314], [1.498, -4.670, 0.802], [0.675, -4.133, -2.152], [-1.020, -5.937, -0.367], [-2.187, -4.623, -0.655], [-1.627, -4.981, 0.999], [1.810, -5.584, 0.298], [1.033, -4.925, 1.752], [2.362, -4.036, 0.974], [1.510, -4.830, -2.171], [0.960, -3.216, -2.656], [-0.179, -4.576, -2.661]], "gap_ha": [0.24826, 0.16456], "total_charge": 4, "multiplicity": 5, "e_homo_ev": [-17.46, -17.96], "lumo_energy_ev": [-10.70, -13.49]}



(3)
{"formula": "C51H45LuN5O4SiTe", "method": "the ωB97M-V functional and the def2-TZVPD basis", "species": ["Lu", "C", "C", "C", "C", "C", "C", "C", "N", "C", "N", "C", "C", "C", "C", "C", "C", "C", "N", "C", "C", "C", "C", "C", "C", "C", "H", "H", "H", "H", "H", "H", "H", "H", "H", "H", "H", "H", "H", "H", "H", "H", "H", "H", "H", "H", "H", "H", "O", "C", "O", "C", "C", "N", "N", "C", "C", "O", "O", "H", "H", "H", "C", "C", "C", "C", "C", "C", "Si", "C", "C", "C", "C", "C", "C", "C", "C", "C", "C", "C", "C", "H", "H", "H", "H", "H", "H", "H", "H", "H", "H", "H", "H", "H", "H", "H", "Te", "C", "C", "C", "C", "C", "C", "H", "H", "H", "H", "H"], "positions_angstrom": [[15.886, 14.856, 12.616], [10.251, 10.588, 14.010], [10.031, 11.273, 12.667], [8.860, 10.968, 12.009], [8.534, 11.548, 10.773], [9.434, 12.435, 10.207], [10.652, 12.710, 10.837], [10.975, 12.131, 12.061], [12.326, 12.221, 12.558], [13.161, 13.305, 12.279], [12.557, 14.518, 12.433], [13.002, 15.856, 12.321], [14.304, 16.196, 11.970], [14.565, 17.498, 11.549], [13.643, 18.506, 11.710], [12.382, 18.214, 12.235], [12.023, 16.900, 12.583], [10.754, 16.549, 13.296], [14.450, 13.188, 12.099], [15.056, 11.900, 11.964], [15.176, 11.050, 13.080], [15.344, 9.676, 12.913], [15.646, 9.106, 11.663], [15.619, 9.961, 10.549], [15.361, 11.356, 10.671], [15.351, 12.205, 9.445], [9.372, 9.981, 14.231], [10.466, 11.360, 14.762], [11.099, 9.911, 14.044], [8.165, 10.280, 12.487], [7.642, 11.287, 10.191], [9.190, 12.925, 9.246], [11.391, 13.311, 10.317], [12.781, 11.325, 12.778], [11.574, 14.464, 12.728], [15.515, 17.777, 11.109], [13.916, 19.533, 11.462], [11.696, 19.040, 12.268], [10.205, 17.444, 13.552], [10.986, 15.984, 14.190], [10.127, 15.941, 12.628], [15.109, 11.458, 14.103], [15.221, 9.043, 13.790], [15.857, 8.049, 11.591], [15.782, 9.572, 9.556], [16.277, 12.736, 9.343], [14.518, 12.925, 9.452], [15.271, 11.585, 8.526], [19.603, 14.939, 17.012], [18.481, 14.200, 17.182], [18.563, 13.191, 17.901], [17.246, 14.642, 16.478], [15.945, 14.460, 16.894], [15.118, 14.655, 15.845], [15.832, 15.017, 14.757], [17.117, 15.220, 15.163], [18.021, 16.090, 14.337], [19.001, 16.642, 14.834], [17.621, 16.280, 13.087], [19.498, 15.551, 16.253], [15.590, 14.201, 17.866], [14.133, 14.526, 15.768], [22.950, 18.208, 10.847], [22.410, 17.521, 11.968], [21.017, 17.473, 12.167], [20.180, 18.041, 11.228], [20.686, 18.763, 10.116], [22.081, 18.829, 9.954], [18.310, 18.095, 11.601], [17.574, 18.663, 9.950], [17.716, 17.933, 8.760], [17.173, 18.445, 7.578], [16.424, 19.636, 7.544], [16.252, 20.338, 8.716], [16.797, 19.834, 9.922], [17.900, 19.370, 12.918], [17.048, 19.216, 14.050], [16.923, 20.273, 14.955], [17.560, 21.499, 14.718], [18.403, 21.636, 13.619], [18.570, 20.570, 12.714], [24.046, 18.208, 10.671], [23.058, 16.956, 12.668], [20.582, 17.018, 13.057], [20.020, 19.235, 9.398], [22.465, 19.410, 9.136], [18.296, 16.985, 8.689], [17.206, 17.856, 6.661], [16.060, 19.976, 6.581], [15.663, 21.278, 8.668], [16.569, 20.344, 10.826], [16.479, 18.312, 14.227], [16.343, 20.138, 15.857], [17.483, 22.360, 15.426], [19.031, 22.519, 13.477], [19.235, 20.677, 11.847], [19.159, 12.739, 11.910], [19.449, 10.771, 11.179], [19.692, 10.432, 9.802], [19.855, 9.096, 9.397], [19.829, 8.056, 10.322], [19.756, 8.398, 11.666], [19.538, 9.727, 12.092], [19.645, 11.249, 9.062], [19.935, 8.960, 8.315], [19.775, 6.994, 10.033], [19.888, 7.620, 12.415], [19.606, 9.891, 13.198]], "gap_ha": [0.10689, 0.10693], "total_charge": -1, "e_homo_ev": [-1.54, -1.54], "lumo_energy_ev": [1.37, 1.37], "de_lowest_ev": 1.5244}



(4)
{"formula": "C51H46BrCrNP2SSi2", "method": "the ωB97M-V functional and the def2-TZVPD basis", "species": ["Cr", "C", "Si", "C", "C", "C", "C", "C", "C", "P", "C", "C", "C", "C", "C", "C", "C", "C", "C", "C", "C", "C", "C", "C", "C", "C", "C", "C", "P", "C", "C", "C", "C", "C", "C", "C", "C", "C", "C", "C", "C", "H", "H", "H", "H", "H", "H", "H", "H", "H", "H", "H", "H", "H", "H", "H", "H", "H", "H", "H", "H", "H", "H", "H", "H", "H", "H", "H", "H", "H", "H", "H", "Br", "C", "C", "C", "C", "C", "C", "C", "C", "C", "C", "H", "H", "H", "H", "H", "H", "C", "Si", "C", "C", "H", "H", "H", "H", "H", "H", "H", "H", "H", "S", "C", "N"], "positions_angstrom": [[-0.519, 0.527, 0.072], [-1.894, 1.418, 3.505], [-0.867, 0.247, 2.421], [0.898, 0.612, 2.917], [1.353, 0.305, 4.266], [2.633, 0.365, 4.670], [3.682, 0.664, 3.742], [3.415, 0.880, 2.446], [2.062, 0.946, 1.905], [1.840, 0.690, 0.130], [3.152, -0.506, -0.337], [4.259, -0.219, -1.134], [5.199, -1.199, -1.411], [5.061, -2.478, -0.892], [3.975, -2.769, -0.079], [3.039, -1.789, 0.190], [2.507, 2.214, -0.626], [3.033, 3.243, 0.153], [3.544, 4.382, -0.454], [3.545, 4.503, -1.833], [3.022, 3.481, -2.612], [2.501, 2.348, -2.011], [-1.734, -1.409, 2.852], [-2.227, -1.768, 4.107], [-2.998, -2.902, 4.278], [-3.294, -3.717, 3.190], [-2.804, -3.394, 1.940], [-2.046, -2.236, 1.777], [-1.120, -1.836, 0.250], [-2.206, -2.379, -1.120], [-1.655, -2.596, -2.386], [-2.462, -2.818, -3.485], [-3.843, -2.811, -3.345], [-4.403, -2.594, -2.097], [-3.592, -2.380, -0.993], [0.010, -3.281, 0.466], [0.071, -4.394, -0.361], [0.889, -5.469, -0.037], [1.647, -5.449, 1.120], [1.584, -4.344, 1.959], [0.771, -3.277, 1.637], [-1.850, 1.085, 4.544], [-2.946, 1.436, 3.220], [-1.483, 2.423, 3.473], [0.595, -0.018, 4.969], [2.894, 0.120, 5.692], [4.708, 0.640, 4.086], [4.232, 0.983, 1.739], [4.399, 0.772, -1.542], [6.051, -0.956, -2.035], [5.801, -3.237, -1.108], [3.850, -3.757, 0.347], [2.205, -2.012, 0.838], [3.004, 3.198, 1.235], [3.928, 5.181, 0.167], [3.942, 5.395, -2.301], [3.002, 3.571, -3.690], [2.072, 1.572, -2.629], [-2.007, -1.147, 4.965], [-3.373, -3.159, 5.261], [-3.896, -4.607, 3.324], [-2.995, -4.046, 1.095], [-0.584, -2.548, -2.522], [-2.012, -2.964, -4.458], [-4.478, -2.960, -4.208], [-5.479, -2.575, -1.979], [-4.046, -2.190, -0.029], [-0.527, -4.449, -1.257], [0.921, -6.328, -0.695], [2.282, -6.289, 1.371], [2.170, -4.311, 2.868], [0.728, -2.423, 2.304], [-3.030, 0.911, -0.086], [-3.129, 1.000, -1.995], [-4.310, 1.348, -2.590], [-4.385, 1.344, -3.992], [-3.299, 0.970, -4.732], [-2.082, 0.601, -4.113], [-0.974, 0.178, -4.880], [0.181, -0.195, -4.251], [0.285, -0.136, -2.849], [-0.737, 0.296, -2.022], [-1.958, 0.635, -2.699], [-5.172, 1.610, -1.993], [-5.311, 1.629, -4.475], [-3.354, 0.948, -5.813], [-1.063, 0.152, -5.960], [1.030, -0.537, -4.833], [1.226, -0.464, -2.413], [-2.483, 3.926, 1.228], [-0.658, 3.685, 0.716], [-0.687, 3.731, -1.180], [0.130, 5.332, 1.186], [-2.650, 5.002, 1.296], [-2.735, 3.498, 2.192], [-3.185, 3.538, 0.492], [-1.435, 4.452, -1.510], [-0.936, 2.777, -1.633], [0.275, 4.038, -1.579], [-0.472, 6.094, 0.682], [1.161, 5.425, 0.855], [0.114, 5.497, 2.255], [1.449, 3.355, 3.341], [1.028, 2.010, 2.316], [0.032, 2.143, 1.216]], "gap_ha": [0.20396, 0.20237], "total_charge": -1, "multiplicity": 2, "e_homo_ev": [-3.23, -3.19], "lumo_energy_ev": [2.32, 2.32], "de_lowest_ev": 0.0000}